Here is a cluster of 8 separate species, C65H139N7O9 in total from OMol25. Energies are from ωB97M-V/def2-TZVPD.

Results
SMILES string	CC1(C)CCCC(C)(C)N1O.CC1(C)CCCC(C)(C)N1O.CC1(C)CCCC(C)(C)N1O.CC1(C)CCCC(C)(C)N1O.CC1(C)CCCC(C)(C)N1O.CC1(C)CCCC(C)(C)N1O.CC1(C)CCCC(C)(C)N1O.OCCO
LUMO level	0.2	eV
Kohn-Sham gap	0.297	Ha
energy relative to the best compared isomer or geometry (same formula, charge and spin)	120.3	kcal/mol
energy	-3619.95448	hartree
M	1162.87	Da

```
! wB97M-V def2-TZVPD RIJCOSX def2/J DEFGRID3
* xyz 0 1
C -3.35 -5.16 1.57
C -3.23 -6.29 2.51
O -3.84 -6.18 3.81
O -4.71 -4.98 1.33
H -2.63 -5.37 0.78
H -2.94 -4.31 2.12
H -2.22 -6.70 2.58
H -3.82 -7.04 1.99
H -3.23 -5.65 4.33
H -5.10 -4.58 2.11
C 3.57 7.52 0.13
C 4.41 6.59 1.04
C 3.55 5.59 1.81
C 3.01 4.45 0.95
C 4.17 3.70 0.33
C 5.06 4.64 -0.56
N 5.40 5.85 0.27
O 6.30 6.70 -0.41
C 6.41 3.90 -0.76
C 4.45 4.82 -1.94
C 5.16 7.45 2.13
H 3.20 6.87 -0.66
H 4.12 8.34 -0.34
H 2.81 8.10 0.65
H 4.11 5.19 2.67
H 2.71 6.15 2.21
H 2.28 4.80 0.21
H 2.40 3.80 1.57
H 3.73 2.95 -0.33
H 4.86 3.33 1.09
H 7.19 4.46 -1.27
H 6.75 3.55 0.22
H 6.16 3.04 -1.39
H 4.86 5.60 -2.58
H 4.53 3.85 -2.44
H 3.38 5.04 -2.02
H 4.44 7.94 2.78
H 5.85 8.17 1.69
H 5.68 6.75 2.79
H 7.15 6.42 -0.05
C -0.17 -3.39 -7.04
C -1.66 -3.39 -6.56
C -1.74 -4.34 -5.32
C -2.97 -4.20 -4.43
C -3.38 -2.76 -4.15
C -3.30 -1.82 -5.35
N -2.09 -2.00 -6.15
O -2.03 -1.03 -7.18
C -4.57 -1.96 -6.24
C -3.20 -0.42 -4.75
C -2.50 -4.02 -7.67
H 0.57 -3.14 -6.28
H 0.11 -2.67 -7.81
H 0.12 -4.40 -7.31
H -1.75 -5.37 -5.68
H -0.82 -4.29 -4.75
H -2.83 -4.77 -3.52
H -3.88 -4.63 -4.87
H -2.74 -2.53 -3.30
H -4.39 -2.88 -3.76
H -4.69 -2.98 -6.61
H -5.48 -1.81 -5.66
H -4.46 -1.40 -7.17
H -3.52 0.31 -5.49
H -3.84 -0.17 -3.90
H -2.21 -0.03 -4.52
H -3.42 -4.50 -7.33
H -1.95 -4.65 -8.37
H -2.86 -3.26 -8.38
H -1.19 -0.59 -7.08
C -2.58 -1.94 0.27
C -2.19 -0.42 0.11
C -2.77 0.31 1.37
C -2.05 1.57 1.89
C -0.52 1.37 1.89
C 0.03 0.80 0.57
N -0.70 -0.42 0.11
O -0.06 -1.03 -0.90
C 0.12 1.96 -0.47
C 1.46 0.40 0.92
C -2.74 0.32 -1.06
H -2.08 -2.42 1.11
H -2.31 -2.50 -0.62
H -3.65 -2.11 0.37
H -3.81 0.61 1.26
H -2.82 -0.46 2.14
H -2.48 1.88 2.85
H -2.34 2.25 1.09
H -0.43 0.63 2.69
H -0.10 2.31 2.26
H -0.82 2.49 -0.67
H 0.78 2.77 -0.16
H 0.63 1.59 -1.36
H 1.95 1.23 1.44
H 1.45 -0.44 1.61
H 2.10 0.09 0.09
H -2.29 0.10 -2.03
H -2.66 1.39 -0.87
H -3.77 0.01 -1.23
H 0.03 -1.92 -0.56
C -7.70 2.62 1.42
C -6.60 2.49 2.49
C -5.26 2.80 1.83
C -4.98 4.26 1.51
C -5.25 5.14 2.76
C -6.58 4.82 3.50
N -6.84 3.38 3.62
O -7.95 3.01 4.31
C -6.37 5.50 4.93
C -7.74 5.65 2.78
C -6.58 0.96 2.91
H -7.53 3.49 0.79
H -7.63 1.74 0.78
H -8.71 2.76 1.79
H -4.39 2.43 2.36
H -5.24 2.45 0.80
H -3.94 4.34 1.21
H -5.59 4.61 0.68
H -5.20 6.21 2.57
H -4.43 4.86 3.41
H -5.94 6.50 5.00
H -5.65 4.90 5.47
H -7.28 5.33 5.51
H -8.64 5.83 3.37
H -7.99 5.34 1.77
H -7.44 6.68 2.59
H -5.90 0.85 3.76
H -7.46 0.49 3.34
H -6.27 0.34 2.07
H -7.53 2.48 4.98
C 3.74 -1.73 -5.55
C 2.87 -0.68 -4.86
C 3.70 -0.09 -3.70
C 3.09 1.29 -3.26
C 2.95 2.27 -4.37
C 2.10 1.70 -5.53
N 2.50 0.36 -5.90
O 1.77 -0.16 -6.95
C 0.57 1.83 -5.18
C 2.32 2.72 -6.73
C 1.53 -1.30 -4.31
H 4.33 -2.41 -4.93
H 4.62 -1.33 -6.05
H 3.22 -2.27 -6.34
H 3.58 -0.61 -2.75
H 4.75 -0.08 -3.98
H 3.77 1.71 -2.52
H 2.16 1.22 -2.69
H 3.94 2.46 -4.79
H 2.60 3.16 -3.85
H 0.25 1.04 -4.50
H 0.26 2.71 -4.62
H -0.04 1.71 -6.07
H 3.34 2.69 -7.11
H 1.67 2.59 -7.60
H 2.29 3.75 -6.39
H 1.47 -2.39 -4.37
H 0.62 -1.06 -4.87
H 1.32 -1.11 -3.26
H 1.85 0.46 -7.68
C 4.74 0.27 8.00
C 3.48 0.88 7.20
C 4.15 1.49 5.97
C 3.10 2.01 4.93
C 2.18 0.83 4.51
C 1.56 0.04 5.65
N 2.50 -0.09 6.76
O 2.03 -0.90 7.80
C 0.41 0.96 6.11
C 1.00 -1.29 5.06
C 2.81 1.96 8.08
H 4.48 -0.23 8.93
H 5.42 1.07 8.27
H 5.33 -0.53 7.55
H 4.59 2.46 6.24
H 4.90 0.83 5.55
H 3.60 2.26 3.99
H 2.62 2.94 5.26
H 2.85 0.19 3.93
H 1.45 1.27 3.83
H 0.59 2.03 6.18
H -0.37 0.81 5.36
H 0.00 0.71 7.08
H 1.67 -2.00 4.57
H 0.57 -1.92 5.83
H 0.21 -1.05 4.35
H 2.25 1.50 8.89
H 2.10 2.65 7.62
H 3.62 2.54 8.52
H 2.47 -1.75 7.75
C 1.87 -6.76 2.47
C 2.62 -6.96 1.10
C 1.80 -8.13 0.33
C 0.51 -7.77 -0.36
C 0.72 -6.55 -1.20
C 1.33 -5.31 -0.52
N 2.60 -5.71 0.20
O 3.07 -4.58 0.87
C 1.63 -4.38 -1.71
C 0.33 -4.59 0.43
C 4.05 -7.41 1.37
H 0.80 -6.99 2.41
H 2.02 -5.70 2.68
H 2.33 -7.38 3.23
H 2.51 -8.42 -0.44
H 1.71 -9.02 0.95
H -0.14 -7.45 0.46
H 0.12 -8.59 -0.97
H -0.23 -6.21 -1.61
H 1.24 -6.84 -2.11
H 2.59 -4.68 -2.14
H 0.92 -4.30 -2.53
H 1.95 -3.36 -1.46
H 0.84 -3.93 1.13
H -0.41 -4.04 -0.14
H -0.20 -5.17 1.19
H 4.77 -6.60 1.51
H 4.48 -7.88 0.49
H 4.19 -8.18 2.13
H 3.95 -4.44 0.51
*
```